{"formula": "C39H37F6N5O8RbS4", "method": "the ωB97M-V functional and the def2-TZVPD basis", "species": ["Rb", "O", "S", "C", "C", "C", "C", "S", "O", "C", "C", "C", "C", "C", "C", "C", "C", "C", "C", "C", "C", "H", "H", "H", "H", "H", "H", "H", "H", "H", "H", "H", "H", "H", "H", "H", "H", "H", "H", "F", "C", "F", "F", "S", "O", "O", "N", "S", "O", "O", "C", "F", "F", "F", "O", "N", "O", "C", "C", "C", "C", "C", "C", "N", "C", "C", "N", "C", "C", "C", "C", "H", "H", "H", "H", "H", "H", "H", "C", "N", "C", "C", "C", "C", "C", "C", "C", "C", "H", "H", "H", "H", "H", "H", "H", "H", "H", "H", "H", "H"], "positions_angstrom": [[-17.54591, 2.08756, 14.29265], [-18.98106, 2.62422, 11.63988], [-19.06600, 2.48533, 10.13231], [-17.53207, 3.11246, 9.32986], [-16.28056, 2.44978, 9.64406], [-15.08784, 3.31707, 9.33635], [-14.80696, 4.54162, 10.18439], [-14.48848, 4.28637, 11.94344], [-15.70884, 3.58301, 12.42006], [-13.05856, 3.24344, 11.70609], [-12.99762, 1.88200, 12.00027], [-11.76078, 1.22181, 11.73869], [-10.71125, 1.90659, 11.21308], [-10.78098, 3.29500, 10.92205], [-11.99054, 3.92110, 11.15221], [-18.77129, 0.78560, 9.71929], [-19.23835, 0.34727, 8.44577], [-19.27511, -0.94586, 8.09222], [-18.98306, -1.90547, 9.09818], [-18.49469, -1.49990, 10.35410], [-18.31575, -0.10995, 10.65695], [-17.51225, 4.19642, 9.59614], [-17.69334, 2.99166, 8.25657], [-16.16203, 1.44826, 9.18190], [-16.35237, 2.11730, 10.71097], [-15.14897, 3.69535, 8.29572], [-14.15999, 2.74440, 9.33449], [-15.73809, 5.16200, 10.15147], [-14.02379, 5.14686, 9.78223], [-13.89210, 1.39006, 12.38303], [-11.65334, 0.19515, 11.93869], [-9.75304, 1.38243, 11.02071], [-9.90204, 3.74917, 10.61997], [-12.14941, 4.93636, 10.87950], [-19.46305, 1.16040, 7.69086], [-19.61013, -1.28014, 7.12993], [-19.09350, -2.95958, 8.89405], [-18.23764, -2.27488, 11.08437], [-17.94190, 0.10752, 11.66596], [-12.98141, 1.57671, 18.61516], [-14.33866, 1.83801, 18.52496], [-14.88437, 0.69164, 18.08144], [-14.74975, 2.05620, 19.73530], [-14.73687, 3.21055, 17.40806], [-15.62583, 2.60411, 16.42766], [-15.36488, 4.25899, 18.16671], [-13.29499, 3.64921, 16.95948], [-12.71074, 4.26594, 15.68394], [-11.78711, 5.30010, 15.99527], [-13.63362, 4.47213, 14.62501], [-11.53911, 2.90900, 15.15458], [-12.20691, 1.75415, 14.93835], [-10.70517, 2.66088, 16.15968], [-10.87639, 3.28766, 14.08942], [-21.01678, -3.61229, 18.42067], [-21.36064, -3.62193, 17.25812], [-21.97891, -4.51952, 16.72559], [-21.14363, -2.38229, 16.46306], [-22.06806, -2.07231, 15.51395], [-21.95697, -0.89169, 14.76744], [-22.56418, -0.70153, 13.54882], [-22.21276, 0.38271, 12.80293], [-21.45811, 1.36831, 13.39285], [-20.89167, 1.29423, 14.58146], [-21.08077, 0.11170, 15.21252], [-20.16607, -0.18249, 16.31164], [-19.34930, 0.80769, 16.71207], [-18.49278, 0.55752, 17.66082], [-18.32131, -0.69787, 18.26409], [-19.14915, -1.72937, 17.91817], [-20.16381, -1.43073, 16.95045], [-22.87189, -2.80747, 15.32173], [-23.14665, -1.46351, 13.14178], [-22.60645, 0.57009, 11.78994], [-21.20774, 2.24614, 12.73439], [-17.83313, 1.35892, 17.95782], [-17.48805, -0.84479, 18.98452], [-19.07336, -2.74077, 18.35681], [-14.42932, -0.58333, 15.17998], [-14.01709, -1.59127, 14.17742], [-13.89299, -2.92015, 14.79306], [-14.88804, -1.61159, 13.01557], [-16.33843, -1.91792, 13.32006], [-16.70537, -3.28743, 13.28206], [-18.03410, -3.67327, 13.55371], [-18.97605, -2.70969, 13.79436], [-18.57571, -1.33429, 13.84983], [-17.23135, -0.88453, 13.69431], [-13.69860, -0.54118, 15.98831], [-15.43079, -0.86245, 15.55142], [-14.43326, 0.35556, 14.68374], [-13.30493, -2.80567, 15.69395], [-13.36696, -3.56493, 14.11814], [-14.82635, -3.40062, 15.09058], [-14.50787, -2.42240, 12.34092], [-14.75633, -0.65218, 12.48216], [-15.88815, -4.03544, 13.10349], [-18.24874, -4.75335, 13.38529], [-20.01508, -2.92328, 13.83491], [-19.38540, -0.61876, 13.95429]], "forces_ev_per_angstrom": [[0.0777, 0.1101, -0.0604], [0.2528, -0.0899, -1.2753], [0.5463, 0.2791, 0.7604], [-1.6524, 1.3877, -0.4968], [1.1367, -2.3246, 2.3112], [1.4572, 0.1600, -0.7315], [-2.1345, 0.2347, -0.0033], [-0.4070, 0.7842, -0.0262], [0.2166, -0.5765, 0.2909], [-0.4376, -1.3545, 0.0223], [0.6935, 0.4795, -0.3734], [-1.9439, 0.9412, 0.2083], [1.5778, 0.9822, -0.5657], [-1.8360, -2.3712, 1.0967], [0.8587, -0.1131, -0.1450], [-0.6295, -0.7864, -0.5422], [0.4942, 3.3518, -0.2574], [-0.0383, -2.0826, 1.1329], [0.5936, 0.8696, 0.5854], [0.0457, 0.2298, -0.9589], [-0.6806, -1.7291, 0.1228], [-0.0987, -0.7216, -0.2671], [-0.5574, 0.4041, -0.1128], [-0.2181, 0.7137, -0.4375], [0.6129, 0.7199, -0.4665], [-0.2142, -0.2066, 0.2480], [-0.0686, -0.4200, 0.0330], [0.7707, -0.1045, 0.4172], [0.5950, 0.2906, -0.3291], [0.3746, -0.0493, 0.0666], [-0.0671, -1.1700, 0.3266], [-0.7173, 0.3445, 0.2007], [1.2923, 1.2125, -0.8378], [0.2266, 0.9004, 0.0315], [-0.0428, -1.0269, 0.8933], [-0.0569, 0.0426, -0.3730], [-0.0292, -0.1036, -0.0391], [-0.0211, 0.5027, -0.0722], [-0.1412, 0.3334, -0.4058], [-1.3053, 0.4894, -0.2611], [2.4227, -2.0333, -0.1677], [-0.1456, 0.4058, 0.1143], [-0.7166, 0.3812, 1.1757], [-0.8017, 1.9700, -1.9785], [0.9145, -0.0160, 0.2419], [0.2575, -0.5146, 0.5463], [-1.1084, -1.0317, 1.2852], [1.1192, -0.7128, -0.1674], [0.4566, 0.8299, 0.1836], [-0.7913, -0.0125, -0.8945], [-1.6696, -0.0671, 1.2549], [0.2461, 0.3705, -0.4394], [0.5925, 0.0491, 0.0046], [0.5100, -0.1574, -0.6592], [0.0305, -0.3586, 0.1246], [-0.7828, 0.6743, -0.4898], [0.1597, -0.3082, -0.0775], [-0.4474, 0.5691, 0.7620], [0.0009, -2.1522, 0.8541], [0.6484, 1.0914, 0.6600], [0.4331, 0.4700, -0.6222], [-1.3620, 0.0444, -0.9104], [1.2357, 1.9374, -0.9017], [-0.3444, -0.7077, -0.3803], [0.7772, 0.3020, 0.4249], [-0.3827, 0.2330, 0.9583], [-0.0262, 0.2765, -0.3195], [0.5016, -0.2091, 0.1934], [0.7553, -0.5009, 0.6416], [-0.5001, 0.0007, -0.3803], [0.2704, -0.8710, -0.3864], [0.6412, 0.4935, -0.0832], [-1.1013, -1.1494, -0.5721], [0.2812, -0.3453, 0.6041], [-0.2199, -0.6533, 1.1127], [0.0544, 0.2680, -0.0043], [-0.7589, 0.1523, -0.5757], [0.0769, 0.9909, -0.3816], [-0.0370, -1.6729, -0.3383], [0.4494, -0.2625, 0.9691], [0.0041, 1.0822, 0.1463], [0.1911, -0.4553, -0.6989], [-0.3470, -0.8072, 0.2330], [0.3456, 0.5823, 0.3492], [1.3690, -1.5041, -0.9531], [0.6408, 2.0557, -0.2442], [0.7842, -1.4075, -0.1819], [-0.9845, -0.0949, -0.5808], [-0.0183, -0.1278, -0.0073], [0.2384, 0.5581, 0.2073], [-0.3281, 0.9988, -0.2332], [0.3027, -0.0324, 0.2302], [0.3004, -0.5335, -0.4568], [-0.3317, 0.0731, -0.0334], [-0.0837, 0.6091, 0.3561], [-0.3373, -0.2803, 0.2070], [-1.0690, 0.5294, -0.0753], [-0.2473, 0.8882, 0.4862], [-0.8083, -0.4501, 0.1700], [0.2144, 0.0096, -0.0116]], "charge": -1, "e_tot_ev": -125170.7132, "fmax_ha_per_bohr": 0.0675, "relative_energy_ev": 1.158}